Entry 1:
C32H24Br2IrN10O2 | the ωB97M-V functional and the def2-TZVPD basis

Geometry as XYZ:
```
71
C32H24Br2IrN10O2 the ωB97M-V functional and the def2-TZVPD basis
Ir -0.51712 -0.01743 -0.36139
O -2.86560 -0.25076 0.25128
C -3.55023 -0.66347 1.20184
C -4.95639 -0.82647 1.06916
C -5.72848 -1.25738 2.10523
C -5.15956 -1.49123 3.34384
C -3.78416 -1.31550 3.53583
C -2.88537 -0.96966 2.50441
C -1.48700 -0.86254 2.90545
N -0.54430 -0.56259 2.08835
N 0.72421 -0.40113 2.53729
C 2.52812 -0.34778 0.66945
O 1.99005 -0.60280 -0.36767
C 3.94798 -0.53219 1.01555
C 4.93025 -0.15907 0.09014
C 6.23618 -0.27833 0.47666
C 6.57193 -0.96873 1.62690
C 5.56474 -1.44135 2.47706
C 4.21876 -1.17642 2.20460
H -5.34628 -0.64337 0.10557
H -6.77674 -1.44510 1.93466
H -5.79139 -1.95266 4.13494
H -3.40159 -1.49078 4.50976
H -1.26166 -0.98805 3.98805
H 4.67482 0.31275 -0.84382
H 7.05298 0.12228 -0.10602
H 7.60907 -1.07594 1.88492
H 5.82075 -1.97680 3.38356
H 3.45612 -1.50775 2.88463
N -2.91437 1.95178 -1.90132
C -1.98265 2.78955 -1.44708
N -2.08717 4.08907 -1.72055
C -1.12342 4.87402 -1.20641
N -1.12785 6.16659 -1.54163
N -0.09251 4.38737 -0.40777
C -0.12150 3.10348 -0.22489
N -0.95762 2.18122 -0.77503
C 0.83634 2.51488 0.74949
C 1.70206 3.36730 1.53268
C 2.48566 2.69469 2.52888
C 2.39149 1.33371 2.65772
C 1.60678 0.50387 1.72470
N 0.79910 1.26127 0.83748
H -3.73702 2.36517 -2.34576
H -2.87207 1.03838 -1.48378
H -1.93778 6.43771 -2.09896
H -0.56367 6.85394 -1.07666
H 1.66203 4.43595 1.46674
H 3.14341 3.25700 3.17690
H 3.00203 0.78142 3.35668
H 0.86424 -0.33687 3.54008
Br -0.39772 -6.59886 -1.90838
C -0.55715 -4.74049 -1.57218
C -0.95377 -4.37923 -0.30122
C -1.15974 -3.05450 -0.04924
N -0.93093 -2.12439 -0.94924
C -0.48304 -2.46332 -2.18632
C -0.24286 -3.78431 -2.52906
C -0.39078 -1.37922 -3.16139
C -0.39828 -1.64802 -4.52383
C -0.33627 -0.56648 -5.40997
Br -0.42576 -0.85495 -7.27748
C -0.23953 0.68953 -4.89275
C -0.16128 0.87780 -3.49967
N -0.25484 -0.10204 -2.64451
H -1.15661 -5.13920 0.43552
H -1.49045 -2.72873 0.91486
H 0.19523 -4.06640 -3.48653
H -0.53289 -2.65920 -4.90749
H -0.18433 1.56839 -5.51702
H -0.14463 1.87235 -3.12581
```

The HOMO energy (alpha / beta) is -12.7 / -13.7 eV. As for the multiplicity: 6. The value obtained for the lowest unoccupied orbital energy (alpha / beta) is -5.353 / -7.475 eV. The value obtained for the energy above the lowest of the compared OMol25 structures with the same formula, charge and spin is 34.0 kcal/mol. The HOMO-LUMO gap (alpha / beta) comes out at 7.318 / 6.260 eV. Its net charge is +2.

Partial charges, Mulliken, in e: 3.32 -0.81 0.46 -0.77 -0.48 -0.68 -1.10 1.11 -0.47 -0.15 -0.52 0.52 -0.53 0.04 -0.50 -0.72 -0.49 -0.79 -0.28 0.51 0.42 0.37 0.42 0.31 0.47 0.42 0.42 0.42 0.53 -0.11 0.25 -0.73 0.19 -0.31 -0.76 -0.12 -0.05 1.08 -0.96 -0.68 -1.17 1.44 -0.16 0.30 0.00 0.29 0.27 0.52 0.49 0.59 0.43 -0.10 -0.03 -1.09 0.01 -0.05 0.60 -0.91 0.63 -0.92 -0.22 -0.09 -1.02 -0.09 0.14 0.49 0.31 0.52 0.50 0.47 0.60

=====

Entry 2:
C28H40IrN3O7PS2Se2 | the ωB97M-V functional and the def2-TZVPD basis

Geometry as XYZ:
```
84
C28H40IrN3O7PS2Se2 the ωB97M-V functional and the def2-TZVPD basis
Ir 0.27430 -1.26690 0.09370
C -7.45040 2.75950 -0.20460
O -8.03860 1.51110 0.05480
C -7.45140 0.70670 0.99590
C -6.28740 1.01750 1.69730
C -5.76430 0.12120 2.60050
C -6.38990 -1.12310 2.84430
C -7.59950 -1.39710 2.16820
C -8.09930 -0.51000 1.25120
N -5.86610 -2.08200 3.62700
N -4.72980 -1.97380 4.21340
C -3.50960 -1.94700 3.72800
C -2.42330 -1.65000 4.59210
C -1.17580 -1.33970 4.11790
C -0.89270 -1.34680 2.73220
O 0.22560 -0.96050 2.22760
C -1.90850 -1.85500 1.86640
N -1.55670 -2.01260 0.56320
C -2.44870 -2.46830 -0.29580
C -3.73350 -2.83640 0.08420
C -4.10940 -2.70260 1.40790
C -3.20880 -2.17510 2.32940
H -8.08600 3.23330 -0.94920
H -6.43630 2.65940 -0.60330
H -7.42210 3.37980 0.69790
H -5.77230 1.95350 1.53900
H -4.86200 0.37630 3.13820
H -8.09530 -2.33800 2.36090
H -8.99760 -0.73620 0.69450
H -2.62900 -1.60440 5.65130
H -0.38060 -1.06160 4.79430
H -2.12480 -2.54860 -1.32630
H -4.41400 -3.23730 -0.64880
H -5.08760 -3.02480 1.72890
O 4.74160 -3.78090 1.28540
C 4.92970 -3.63430 -0.10330
C 3.74090 -2.85660 -0.70790
C 3.95720 -2.78620 -2.23840
O 3.30240 -1.73080 -2.86940
C 3.78560 -1.45410 -0.09940
Se 2.30800 -0.19770 -0.48700
C 2.48590 -3.65380 -0.34660
Se 0.80510 -3.22880 -1.31140
H 5.50890 -4.22020 1.66320
H 4.99700 -4.62270 -0.58820
H 5.86230 -3.08460 -0.30460
H 3.65440 -3.74980 -2.67750
H 5.02240 -2.63290 -2.44480
H 2.34500 -1.87700 -2.78820
H 4.68660 -0.95310 -0.46470
H 3.83780 -1.53950 0.98650
H 2.26100 -3.53560 0.71420
H 2.66350 -4.71260 -0.54780
C 4.57130 2.88820 0.64660
C 3.81710 3.95730 1.43140
C 3.01970 3.33050 2.56390
O 3.03920 4.72560 0.52020
P 1.42360 4.69800 0.32140
S 0.51050 5.75690 1.74180
S 0.72450 2.87020 0.01770
O 1.30540 5.39610 -1.11850
C 1.90710 6.57440 -1.63650
C 3.23800 6.21670 -2.29090
C 2.06220 7.66760 -0.59280
H 5.23410 2.33990 1.31170
H 5.15850 3.34280 -0.14890
H 3.86210 2.18920 0.20260
H 4.53040 4.68570 1.84920
H 2.40520 2.51900 2.17930
H 2.37630 4.06690 3.04030
H 3.70990 2.93010 3.30340
H 1.20110 6.90810 -2.41340
H 3.94070 5.87120 -1.53690
H 3.65250 7.08390 -2.80120
H 3.08190 5.41820 -3.01230
H 2.73520 7.33140 0.19210
H 1.09850 7.89660 -0.14380
H 2.46510 8.56410 -1.06000
C -2.25430 1.08940 0.10320
O -1.25960 0.59810 -0.77260
H -2.74260 1.96980 -0.33020
H -1.83150 1.35760 1.07550
H -3.00060 0.30580 0.23590
H -0.59980 1.30420 -0.86680
```

The HOMO energy (alpha / beta) is -4.3 / -4.3 eV. As for the multiplicity: 1. The value obtained for the lowest unoccupied orbital energy (alpha / beta) is 0.427 / 0.434 eV. The value obtained for the energy above the lowest of the compared OMol25 structures with the same formula, charge and spin is 116.3 kcal/mol. The HOMO-LUMO gap (alpha / beta) comes out at 4.693 / 4.700 eV. Its net charge is -1.

Partial charges, Mulliken, in e: 2.04 -0.78 -0.45 0.88 -0.36 -0.58 -0.25 -0.14 -0.51 -0.89 -0.34 -0.07 -0.47 -0.77 1.25 -1.05 -0.17 -0.55 -0.24 -0.92 -0.63 0.62 0.23 0.32 0.33 0.40 0.45 0.46 0.41 0.43 0.46 0.43 0.45 0.66 -0.50 -1.29 2.12 -1.16 -0.48 -1.55 -0.04 -1.42 -0.45 0.32 0.43 0.42 0.29 0.46 0.32 0.51 0.61 0.42 0.53 -1.01 0.45 -1.34 -0.21 0.38 -0.53 -0.45 -0.44 0.50 -1.22 -1.35 0.44 0.36 -0.09 0.14 0.24 0.33 0.48 0.35 0.16 0.45 0.30 0.25 0.32 0.47 -0.62 -0.47 0.44 0.31 0.14 0.06

=====

Entry 3:
C3H5NO2S2 | the ωB97M-V functional and the def2-TZVPD basis

Geometry as XYZ:
```
13
C3H5NO2S2 the ωB97M-V functional and the def2-TZVPD basis
O 0.77565 -0.20434 -1.99833
C 0.58467 -0.86681 -0.79795
C -0.25871 -0.08430 0.17470
N -0.07178 1.17946 0.45532
S 1.12855 2.02034 -0.34146
C -1.29706 -0.79956 1.00912
O -1.93428 0.04456 1.80631
S -1.62545 -2.40835 1.03210
H 1.65422 0.17417 -1.97784
H 0.10223 -1.84770 -1.01719
H 1.56505 -1.07584 -0.32474
H 1.14069 2.95000 0.60795
H -1.76379 0.91837 1.37203
```

The HOMO energy is -9.0 eV. As for the multiplicity: 1. The value obtained for the lowest unoccupied orbital energy is -0.958 eV. The value obtained for the energy above the lowest of the compared OMol25 structures with the same formula, charge and spin is 46.0 kcal/mol. The HOMO-LUMO gap comes out at 8.062 eV. The SMILES is OC/C(=N\S)C(O)=S.

Partial charges, Mulliken, in e: -0.52 -0.57 1.04 -0.59 -0.12 0.00 -0.50 -0.30 0.34 0.32 0.30 0.17 0.43

=====

Copy entry 3 word for word.
C3H5NO2S2 | the ωB97M-V functional and the def2-TZVPD basis

Geometry as XYZ:
```
13
C3H5NO2S2 the ωB97M-V functional and the def2-TZVPD basis
O 0.77565 -0.20434 -1.99833
C 0.58467 -0.86681 -0.79795
C -0.25871 -0.08430 0.17470
N -0.07178 1.17946 0.45532
S 1.12855 2.02034 -0.34146
C -1.29706 -0.79956 1.00912
O -1.93428 0.04456 1.80631
S -1.62545 -2.40835 1.03210
H 1.65422 0.17417 -1.97784
H 0.10223 -1.84770 -1.01719
H 1.56505 -1.07584 -0.32474
H 1.14069 2.95000 0.60795
H -1.76379 0.91837 1.37203
```

The HOMO energy is -9.0 eV. As for the multiplicity: 1. The value obtained for the lowest unoccupied orbital energy is -0.958 eV. The value obtained for the energy above the lowest of the compared OMol25 structures with the same formula, charge and spin is 46.0 kcal/mol. The HOMO-LUMO gap comes out at 8.062 eV. The SMILES is OC/C(=N\S)C(O)=S.

Partial charges, Mulliken, in e: -0.52 -0.57 1.04 -0.59 -0.12 0.00 -0.50 -0.30 0.34 0.32 0.30 0.17 0.43

=====

The highest multiplicity belongs to which entry?
C32H24Br2IrN10O2